Model A:
{"formula": "C22H27N3O2", "method": "wB97M-V/def2-TZVPD", "lumo_ev": 0.7356, "e_homo_ev": -8.29, "homo_lumo_gap_ev": 9.02, "symbols": ["C", "C", "C", "C", "C", "C", "C", "H", "H", "H", "N", "C", "O", "C", "N", "C", "O", "C", "N", "H", "C", "C", "C", "C", "C", "C", "C", "C", "H", "H", "H", "H", "H", "H", "H", "H", "H", "H", "C", "C", "H", "H", "H", "C", "H", "H", "H", "H", "H", "H", "H", "H", "H", "H"], "coordinates": [[3.293, 0.159, -4.046], [2.643, -0.797, -3.092], [1.394, -0.518, -2.560], [0.792, -1.404, -1.673], [1.442, -2.587, -1.332], [2.686, -2.867, -1.865], [3.288, -1.977, -2.737], [4.263, -2.198, -3.147], [3.190, -3.784, -1.596], [0.969, -3.280, -0.650], [-0.449, -1.159, -1.076], [-1.243, -0.069, -1.184], [-1.068, 0.869, -1.932], [-2.427, -0.151, -0.193], [-1.905, 0.013, 1.152], [-1.339, -0.985, 1.848], [-1.325, -2.141, 1.446], [-0.675, -0.618, 3.185], [0.528, -1.403, 3.387], [0.295, -2.387, 3.464], [1.523, -1.232, 2.330], [1.505, 0.122, 1.675], [2.329, 0.355, 0.580], [2.308, 1.572, -0.074], [1.457, 2.575, 0.358], [0.638, 2.354, 1.450], [0.660, 1.137, 2.116], [-0.245, 0.847, 3.280], [0.311, 0.958, 4.214], [-1.094, 1.532, 3.321], [-0.029, 3.135, 1.791], [1.426, 3.522, -0.158], [2.947, 1.732, -0.929], [2.983, -0.432, 0.234], [1.409, -1.983, 1.533], [2.507, -1.396, 2.788], [-1.376, -0.871, 3.990], [-1.765, 0.966, 1.441], [-3.526, 0.877, -0.498], [-4.806, 0.518, 0.255], [-5.583, 1.249, 0.046], [-5.169, -0.463, -0.043], [-4.624, 0.505, 1.328], [-3.100, 2.311, -0.180], [-3.816, 3.005, -0.612], [-3.076, 2.491, 0.894], [-2.124, 2.518, -0.609], [-3.713, 0.813, -1.575], [-2.850, -1.162, -0.253], [-0.730, -1.856, -0.389], [0.884, 0.393, -2.823], [4.310, 0.386, -3.728], [3.348, -0.282, -5.041], [2.728, 1.085, -4.111]]}



Model B:
{"formula": "C22H27N3O2", "method": "wB97M-V/def2-TZVPD", "lumo_ev": 0.7595, "e_homo_ev": -7.43, "homo_lumo_gap_ev": 8.19, "symbols": ["C", "H", "H", "H", "C", "N", "C", "C", "C", "C", "C", "C", "H", "H", "C", "N", "O", "C", "C", "O", "N", "C", "C", "C", "C", "C", "C", "C", "C", "C", "H", "H", "H", "H", "H", "H", "H", "H", "H", "H", "H", "H", "H", "H", "H", "C", "C", "H", "H", "H", "H", "H", "H", "H"], "coordinates": [[-2.551, -0.596, 6.371], [-3.061, -0.768, 5.426], [-3.151, -1.017, 7.174], [-2.472, 0.477, 6.523], [-1.166, -1.245, 6.362], [-0.316, -0.768, 5.292], [-0.607, -1.051, 3.982], [-0.003, -0.356, 2.918], [-0.273, -0.669, 1.607], [-1.164, -1.693, 1.272], [-1.774, -2.382, 2.322], [-1.510, -2.072, 3.636], [-2.006, -2.647, 4.400], [-2.470, -3.179, 2.100], [-1.467, -2.045, -0.092], [-0.902, -1.469, -1.075], [-1.295, -1.936, -2.329], [-0.688, -1.206, -3.372], [-1.085, 0.275, -3.362], [-2.241, 0.596, -3.552], [-0.107, 1.210, -3.209], [1.256, 1.004, -2.925], [1.654, 0.113, -1.929], [2.993, -0.065, -1.642], [3.953, 0.659, -2.330], [3.557, 1.579, -3.281], [2.216, 1.775, -3.588], [1.845, 2.844, -4.582], [0.347, 2.889, -4.874], [-0.420, 2.577, -3.594], [-1.499, 2.640, -3.746], [-0.124, 3.256, -2.790], [0.064, 3.869, -5.259], [0.084, 2.141, -5.625], [2.407, 2.694, -5.507], [2.164, 3.806, -4.168], [4.299, 2.169, -3.802], [5.002, 0.522, -2.113], [3.285, -0.763, -0.871], [0.902, -0.427, -1.374], [0.398, -1.348, -3.382], [-1.125, -1.641, -4.276], [-2.201, -2.836, -0.252], [0.199, -0.109, 0.816], [0.681, 0.454, 3.110], [0.713, 0.182, 5.646], [0.227, 1.632, 5.707], [-0.487, 1.764, 6.516], [1.068, 2.298, 5.881], [-0.255, 1.912, 4.774], [1.111, -0.103, 6.625], [1.534, 0.095, 4.930], [-1.270, -2.333, 6.293], [-0.663, -1.030, 7.307]]}



Preferred: model A; penalty for the next structure: 77.2 kcal/mol.



Model A:
{"formula": "C36H66F2O36", "method": "wB97M-V/def2-TZVPD", "lumo_ev": -0.0154, "e_homo_ev": -10.52, "homo_lumo_gap_ev": 10.50, "symbols": ["C", "C", "O", "C", "O", "O", "F", "H", "H", "H", "C", "C", "O", "C", "O", "O", "F", "H", "H", "H", "C", "O", "C", "O", "O", "C", "H", "H", "H", "H", "H", "H", "C", "O", "C", "O", "O", "C", "H", "H", "H", "H", "H", "H", "C", "O", "C", "O", "O", "C", "H", "H", "H", "H", "H", "H", "C", "O", "C", "O", "O", "C", "H", "H", "H", "H", "H", "H", "C", "O", "C", "O", "O", "C", "H", "H", "H", "H", "H", "H", "C", "O", "C", "O", "O", "C", "H", "H", "H", "H", "H", "H", "C", "O", "C", "O", "O", "C", "H", "H", "H", "H", "H", "H", "C", "O", "C", "O", "O", "C", "H", "H", "H", "H", "H", "H", "C", "O", "C", "O", "O", "C", "H", "H", "H", "H", "H", "H", "C", "O", "C", "O", "O", "C", "H", "H", "H", "H", "H", "H"], "coordinates": [[-6.291, 6.502, 0.598], [-6.879, 5.376, -0.155], [-6.241, 5.492, -1.438], [-4.961, 6.001, -1.170], [-3.987, 5.997, -1.921], [-5.009, 6.553, 0.093], [-8.134, 5.493, -0.388], [-6.326, 6.492, 1.688], [-6.757, 7.449, 0.324], [-6.744, 4.510, 0.493], [-3.624, 4.983, 8.317], [-4.516, 4.460, 9.469], [-5.280, 3.399, 8.828], [-5.216, 3.565, 7.446], [-5.848, 2.956, 6.625], [-4.481, 4.713, 7.246], [-5.307, 5.476, 9.838], [-2.696, 4.484, 8.036], [-3.476, 6.059, 8.409], [-3.984, 4.072, 10.338], [4.925, -1.117, -1.094], [5.490, -1.686, -2.285], [6.513, -1.077, -2.851], [7.008, 0.012, -2.445], [6.951, -1.772, -3.958], [8.018, -1.175, -4.813], [4.599, -0.084, -1.216], [5.728, -1.093, -0.357], [4.113, -1.682, -0.636], [8.020, -0.088, -4.889], [7.967, -1.666, -5.784], [9.048, -1.408, -4.544], [-8.042, -4.495, -5.316], [-7.937, -4.348, -3.853], [-8.856, -3.648, -3.222], [-9.746, -2.953, -3.700], [-8.601, -3.699, -1.905], [-9.467, -2.887, -1.030], [-9.037, -4.841, -5.597], [-7.268, -5.217, -5.575], [-7.728, -3.505, -5.645], [-9.478, -1.810, -1.194], [-8.880, -2.788, -0.118], [-10.382, -3.428, -0.785], [2.680, 1.756, -6.744], [3.452, 1.934, -7.939], [3.921, 0.947, -8.623], [3.813, -0.281, -8.314], [4.290, 1.509, -9.814], [5.121, 0.801, -10.707], [1.605, 1.748, -6.926], [2.900, 2.533, -6.012], [2.912, 0.813, -6.248], [4.967, -0.261, -10.514], [6.182, 0.944, -10.505], [4.929, 1.219, -11.696], [4.823, 6.345, -0.834], [5.719, 6.019, 0.205], [5.205, 5.120, 1.170], [4.040, 4.654, 1.247], [6.219, 4.946, 1.989], [6.121, 3.930, 3.011], [3.927, 6.728, -0.347], [4.771, 5.512, -1.536], [5.265, 7.245, -1.261], [5.733, 2.954, 2.721], [5.333, 4.179, 3.721], [7.067, 3.783, 3.531], [-5.969, -4.339, 10.059], [-6.241, -4.390, 8.665], [-5.225, -4.350, 7.842], [-4.019, -4.159, 8.183], [-5.710, -4.241, 6.649], [-4.901, -3.827, 5.653], [-5.543, -5.305, 10.330], [-6.880, -4.136, 10.622], [-5.344, -3.482, 10.307], [-4.358, -2.937, 5.973], [-5.432, -3.244, 4.900], [-4.260, -4.634, 5.299], [2.878, -0.920, 7.185], [3.485, -1.635, 6.136], [4.733, -2.095, 6.463], [5.254, -1.883, 7.550], [5.171, -2.761, 5.440], [6.383, -3.593, 5.447], [2.210, -0.159, 6.783], [3.630, -0.432, 7.805], [2.285, -1.604, 7.793], [6.623, -3.802, 4.405], [6.108, -4.437, 6.080], [7.310, -3.080, 5.706], [1.693, -6.457, -16.493], [0.837, -6.013, -15.466], [1.335, -5.170, -14.545], [2.412, -4.625, -14.606], [0.481, -4.996, -13.615], [0.820, -4.416, -12.423], [2.125, -5.644, -17.076], [1.122, -6.995, -17.249], [2.394, -7.150, -16.029], [0.889, -3.334, -12.531], [1.700, -4.831, -11.932], [-0.026, -4.541, -11.747], [1.241, -7.832, 4.608], [2.244, -8.438, 3.757], [2.381, -8.111, 2.467], [3.204, -8.633, 1.763], [1.442, -7.177, 2.095], [1.292, -6.767, 0.765], [1.412, -6.756, 4.597], [1.337, -8.115, 5.657], [0.254, -7.910, 4.152], [1.385, -7.582, 0.047], [1.887, -5.911, 0.448], [0.244, -6.476, 0.687], [-2.235, 0.862, 0.583], [-1.862, -0.220, -0.304], [-2.608, -0.566, -1.295], [-3.810, -0.204, -1.475], [-1.931, -1.502, -2.101], [-2.580, -2.171, -3.128], [-3.309, 1.027, 0.673], [-1.733, 1.773, 0.256], [-1.800, 0.678, 1.565], [-3.263, -1.582, -3.741], [-2.914, -3.159, -2.810], [-1.919, -2.507, -3.927], [3.524, 9.714, 7.660], [2.854, 10.245, 6.495], [1.935, 9.505, 5.822], [1.371, 8.454, 6.029], [1.738, 10.106, 4.621], [0.904, 9.508, 3.580], [4.196, 8.873, 7.485], [2.728, 9.377, 8.324], [4.210, 10.496, 7.984], [-0.164, 9.526, 3.798], [1.137, 8.490, 3.269], [1.045, 9.949, 2.593]]}



Model B:
{"formula": "C36H66F2O36", "method": "wB97M-V/def2-TZVPD", "lumo_ev": 0.4926, "e_homo_ev": -10.27, "homo_lumo_gap_ev": 10.76, "symbols": ["C", "C", "O", "C", "O", "O", "F", "H", "H", "H", "C", "C", "O", "C", "O", "O", "F", "H", "H", "H", "C", "O", "C", "O", "O", "C", "H", "H", "H", "H", "H", "H", "C", "O", "C", "O", "O", "C", "H", "H", "H", "H", "H", "H", "C", "O", "C", "O", "O", "C", "H", "H", "H", "H", "H", "H", "C", "O", "C", "O", "O", "C", "H", "H", "H", "H", "H", "H", "C", "O", "C", "O", "O", "C", "H", "H", "H", "H", "H", "H", "C", "O", "C", "O", "O", "C", "H", "H", "H", "H", "H", "H", "C", "O", "C", "O", "O", "C", "H", "H", "H", "H", "H", "H", "C", "O", "C", "O", "O", "C", "H", "H", "H", "H", "H", "H", "C", "O", "C", "O", "O", "C", "H", "H", "H", "H", "H", "H", "C", "O", "C", "O", "O", "C", "H", "H", "H", "H", "H", "H"], "coordinates": [[-3.328, -3.038, 2.879], [-3.459, -2.793, 1.383], [-2.296, -3.393, 0.895], [-1.374, -3.535, 1.868], [-0.258, -3.952, 1.776], [-1.951, -3.271, 3.038], [-3.501, -1.466, 1.079], [-4.058, -3.710, 3.332], [-3.523, -2.122, 3.448], [-4.273, -3.361, 0.932], [-0.108, -1.167, -0.115], [1.089, -0.660, 0.742], [1.502, 0.532, 0.094], [0.874, 0.670, -1.049], [0.937, 1.590, -1.822], [0.070, -0.374, -1.264], [2.039, -1.650, 0.719], [-1.078, -1.052, 0.375], [-0.102, -2.225, -0.371], [0.831, -0.521, 1.790], [1.004, -1.193, -4.922], [2.073, -1.947, -4.395], [1.853, -2.705, -3.304], [0.748, -2.861, -2.864], [3.017, -3.001, -2.773], [3.020, -3.994, -1.734], [0.345, -1.814, -5.532], [1.474, -0.426, -5.535], [0.452, -0.714, -4.109], [3.909, -3.819, -1.129], [3.073, -4.989, -2.163], [2.205, -3.750, -1.053], [-2.297, -1.954, -3.154], [-2.963, -1.812, -4.381], [-3.974, -0.972, -4.470], [-4.434, -0.329, -3.564], [-4.432, -0.972, -5.714], [-5.515, -0.128, -6.014], [-2.970, -2.294, -2.360], [-1.852, -1.043, -2.746], [-1.500, -2.686, -3.255], [-5.739, -0.266, -7.070], [-5.293, 0.921, -5.819], [-6.457, -0.357, -5.511], [4.865, -1.326, 6.249], [5.372, -1.868, 5.024], [4.475, -2.394, 4.191], [3.343, -2.685, 4.493], [5.052, -2.798, 3.058], [4.326, -3.695, 2.246], [5.729, -1.090, 6.864], [4.265, -2.076, 6.760], [4.332, -0.407, 6.014], [3.277, -3.406, 2.177], [4.448, -4.714, 2.610], [4.677, -3.683, 1.214], [-3.576, 3.236, -8.232], [-2.738, 2.427, -7.421], [-2.424, 2.859, -6.204], [-2.638, 3.986, -5.825], [-1.939, 1.855, -5.518], [-1.142, 2.191, -4.354], [-3.609, 2.760, -9.210], [-3.021, 4.151, -8.466], [-4.528, 3.465, -7.765], [-0.123, 2.437, -4.645], [-1.099, 1.260, -3.795], [-1.636, 2.968, -3.781], [-3.051, 1.626, -1.301], [-2.682, 2.796, -0.618], [-1.845, 2.609, 0.411], [-1.517, 1.544, 0.876], [-1.102, 3.679, 0.551], [0.279, 3.605, 0.890], [-3.853, 1.711, -2.032], [-3.397, 0.912, -0.546], [-2.256, 1.133, -1.868], [0.550, 4.543, 1.369], [0.890, 3.468, 0.005], [0.597, 2.877, 1.640], [-0.443, -9.183, 2.158], [-0.214, -8.532, 0.910], [-0.922, -7.482, 0.575], [-1.849, -7.032, 1.221], [-0.527, -7.031, -0.592], [-1.156, -5.884, -1.145], [-1.512, -9.356, 2.279], [-0.092, -8.661, 3.044], [0.049, -10.146, 2.065], [-0.985, -5.780, -2.212], [-0.611, -5.046, -0.700], [-2.203, -5.749, -0.886], [3.451, 1.098, 3.036], [3.649, 1.432, 4.405], [2.624, 1.828, 5.123], [1.489, 2.060, 4.758], [3.069, 2.102, 6.360], [2.056, 2.259, 7.349], [2.741, 1.817, 2.630], [2.903, 0.154, 2.967], [4.322, 1.059, 2.395], [1.425, 1.378, 7.445], [1.522, 3.202, 7.274], [2.574, 2.293, 8.310], [-3.098, -1.533, 7.819], [-2.458, -1.680, 6.566], [-2.205, -0.615, 5.826], [-2.452, 0.516, 6.157], [-1.728, -1.010, 4.656], [-1.260, -0.018, 3.757], [-4.095, -1.128, 7.657], [-2.490, -0.947, 8.508], [-3.191, -2.504, 8.302], [-1.815, 0.918, 3.795], [-1.269, -0.422, 2.749], [-0.235, 0.266, 4.014], [4.272, 2.451, -1.007], [4.287, 2.753, 0.385], [3.592, 3.811, 0.791], [2.919, 4.530, 0.106], [3.859, 3.952, 2.091], [3.365, 5.109, 2.729], [4.450, 3.380, -1.546], [3.356, 1.949, -1.316], [5.046, 1.723, -1.243], [3.240, 4.950, 3.797], [2.467, 5.571, 2.318], [4.104, 5.910, 2.610], [-0.050, 7.463, -6.175], [-0.102, 6.315, -5.387], [-0.180, 6.416, -4.040], [-0.101, 7.458, -3.445], [-0.444, 5.237, -3.550], [-0.266, 4.976, -2.173], [-0.484, 7.262, -7.158], [0.939, 7.845, -6.438], [-0.660, 8.271, -5.767], [-1.204, 4.585, -1.780], [-0.066, 5.857, -1.565], [0.515, 4.229, -2.036]]}



Preferred: model B; penalty for the next structure: 144.7 kcal/mol.



Model A:
{"formula": "C3H7ClN", "method": "wB97M-V/def2-TZVPD", "lumo_ev": -3.6919, "total_charge": 1, "e_homo_ev": -14.28, "homo_lumo_gap_ev": 10.59, "symbols": ["C", "C", "C", "N", "Cl", "H", "H", "H", "H", "H", "H", "H"], "coordinates": [[2.262, 2.053, -0.049], [2.201, 0.874, 0.125], [-1.659, -0.638, 0.521], [-0.623, -0.633, -0.597], [2.222, -0.755, 0.380], [2.453, 3.076, -0.053], [-1.222, -1.345, 1.221], [-2.574, -0.646, -0.065], [-1.752, 0.362, 1.198], [0.289, -0.992, -0.197], [-0.674, 0.043, -1.262], [-0.924, -1.399, -1.223]]}



Model B:
{"formula": "C3H7ClN", "method": "wB97M-V/def2-TZVPD", "lumo_ev": -6.1864, "total_charge": 1, "e_homo_ev": -14.12, "homo_lumo_gap_ev": 7.93, "symbols": ["C", "C", "C", "N", "Cl", "H", "H", "H", "H", "H", "H", "H"], "coordinates": [[-0.353, -0.770, -1.113], [0.987, -0.161, 0.841], [-1.424, -0.656, 0.923], [-0.127, -0.577, 0.301], [0.157, -2.005, -1.945], [1.326, 1.129, -2.868], [2.026, -0.164, 0.421], [0.771, -0.124, 1.892], [1.777, 1.492, -3.446], [-2.065, -1.264, 0.344], [-1.909, 0.310, 1.058], [-1.336, -0.983, 1.910]]}



Preferred: model A; penalty for the next structure: 58.6 kcal/mol.